i.
Formula: C3H3N5
Source: OMol25
Level of theory: wB97M-V/def2-TZVPD

structure (SMILES) = [H]/N=c1\nccnnn1
highest occupied orbital energy = -9.629 eV
LUMO level = -0.9895 eV
Kohn-Sham gap = 8.640 eV

ORCA input file:
```
! wB97M-V def2-TZVPD RIJCOSX def2/J DEFGRID3
* xyz 0 1
H 2.03598 0.79039 1.13565
N 1.94944 -0.33590 0.79198
C 1.09268 -0.04891 -0.15388
N 0.65332 1.30824 -0.48626
C -0.62512 1.47343 -0.34941
C -1.32952 0.51258 0.48534
N -1.29407 -0.73061 0.69396
N -0.76570 -1.42806 -0.45869
N 0.32869 -1.09877 -0.78707
H -1.13742 2.50943 -0.60345
H -1.82859 1.07329 1.29806
*
```

Löwdin population analysis, charges in e, atoms 1 to 5:
1 H 0.138
2 N 0.138
3 C -0.486
4 N 0.107
5 C -0.123

ii.
Formula: C3H3N5
Source: OMol25
Level of theory: wB97M-V/def2-TZVPD

structure (SMILES) = c1nnc2[nH]ncn12
highest occupied orbital energy = -9.202 eV
LUMO level = 0.3828 eV
Kohn-Sham gap = 9.584 eV

ORCA input file:
```
! wB97M-V def2-TZVPD RIJCOSX def2/J DEFGRID3
* xyz 0 1
C -1.44869 0.86675 0.05993
N -2.14787 -0.27046 -0.15817
N -1.35836 -1.35988 -0.14705
C -0.12901 -0.85379 -0.04985
N 1.17691 -1.21443 0.29365
N 2.02892 -0.09248 -0.19318
C 1.13900 0.88409 -0.15273
N -0.07515 0.45007 -0.02272
H -1.97315 1.85636 0.68032
H 1.33310 -2.21261 -0.17191
H 1.45430 1.94639 -0.13829
*
```

Löwdin population analysis, charges in e, atoms 1 to 5:
1 C -0.100
2 N -0.029
3 N 0.049
4 C -0.410
5 N 0.067

Name the least stable of them. i.

i.
Formula: C3H5N2OS
Source: OMol25
Level of theory: wB97M-V/def2-TZVPD

highest occupied orbital energy (alpha / beta) = -12.318 / -12.316 eV
LUMO level (alpha / beta) = -5.2315 / -5.2328 eV
Kohn-Sham gap (alpha / beta) = 7.087 / 7.083 eV

ORCA input file:
```
! wB97M-V def2-TZVPD RIJCOSX def2/J DEFGRID3
* xyz 1 1
C 1.26815 -0.61427 -0.47702
C -0.29748 0.54965 0.79808
C -3.82164 -0.44093 -0.14272
N 0.39191 -1.55632 -0.58497
N 1.01402 0.31166 0.42861
O -4.44062 0.50979 -0.37328
S -1.49527 -0.52150 0.30245
H 2.15046 -0.37378 -0.99550
H -0.68968 1.54236 1.15396
H -3.85932 -1.47346 -0.44061
H 0.28968 -2.30020 -1.31482
H 1.76244 0.98413 0.49809
*
```

Löwdin population analysis, charges in e, atoms 1 to 5:
1 C -0.272
2 C -0.367
3 C -0.131
4 N 0.000
5 N 0.012

ii.
Formula: C3H5N2OS
Source: OMol25
Level of theory: wB97M-V/def2-TZVPD

structure (SMILES) = C1=NC=[NH+]SOC1
highest occupied orbital energy (alpha / beta) = -13.730 / -13.730 eV
LUMO level (alpha / beta) = -6.0794 / -6.0799 eV
Kohn-Sham gap (alpha / beta) = 7.651 / 7.650 eV

ORCA input file:
```
! wB97M-V def2-TZVPD RIJCOSX def2/J DEFGRID3
* xyz 1 1
C 0.32381 -0.39581 0.99616
N -0.56000 0.51607 0.71435
C -1.19629 1.15130 -0.19181
N -1.43857 0.89903 -1.46703
S -0.64115 -0.45910 -2.03492
O 0.82916 -0.42206 -1.31200
C 1.24640 -1.09292 -0.04456
H 0.40684 -0.66189 2.04426
H -1.51708 2.14275 0.10178
H -1.92149 1.69059 -1.93260
H 2.36485 -0.67545 -0.16297
H 1.25244 -2.16698 -0.14951
*
```

Löwdin population analysis, charges in e, atoms 1 to 5:
1 C 0.050
2 N 0.122
3 C -0.210
4 N -0.209
5 S 1.074

iii.
Formula: C3H5N2OS
Source: OMol25
Level of theory: wB97M-V/def2-TZVPD

highest occupied orbital energy (alpha / beta) = -13.558 / -12.120 eV
LUMO level (alpha / beta) = -4.9741 / -5.6060 eV
Kohn-Sham gap (alpha / beta) = 8.584 / 6.514 eV

ORCA input file:
```
! wB97M-V def2-TZVPD RIJCOSX def2/J DEFGRID3
* xyz 1 1
C -1.33129 -0.47379 0.36435
C 0.63250 0.08019 -0.49569
C 0.59496 0.61398 0.98688
N -0.66251 0.03394 1.38426
N -0.50639 -0.53415 -0.70192
O 1.38629 -0.57251 -3.20622
S 2.08681 0.09314 -2.06635
H -2.46524 -0.79395 0.49626
H 1.58969 0.29874 1.55076
H 0.56713 1.67849 1.05217
H -1.19622 0.52888 2.16763
H -0.69572 -0.95296 -1.53212
*
```

Löwdin population analysis, charges in e, atoms 1 to 5:
1 C -0.039
2 C -0.241
3 C -0.106
4 N 0.046
5 N 0.077

Name the least stable of them. i.